[1]
C5H3NO3Sn as an isolated structure. Source: the OMol25 dataset; level of theory: ωB97M-V/def2-TZVPD.

Geometry as XYZ:
```
13
Properties=species:S:1:pos:R:3
O 0.0016 2.2050 -4.7143
C 0.0016 1.5567 -3.7352
Sn 0.0004 0.1663 -1.1791
C 1.7003 -0.9051 -1.7798
C -1.7005 -0.9022 -1.7803
O 2.7034 -1.4053 -2.1094
O -2.7046 -1.4012 -2.1110
C -0.0008 0.1317 3.3557
C -0.0003 0.0847 2.0187
N 0.0001 0.0384 0.8027
H -0.8918 0.6580 3.7272
H 0.8912 0.6574 3.7274
H -0.0006 -0.8843 3.7773
```

Results
Kohn-Sham gap (Eh): 0.2676
E_tot (eV): -18674.8257
Spin multiplicity: 1
Net charge: +2

=====

[2]
A 2-piece molecular cluster, C5H9Br overall. Source: the OMol25 dataset; level of theory: ωB97M-V/def2-TZVPD.

Geometry as XYZ:
```
15
Properties=species:S:1:pos:R:3
C 0.2058 -1.0387 -0.5407
C -0.5992 -0.3419 0.5455
C 0.0193 0.4251 -0.5575
C -2.0455 -0.5129 0.4113
C 2.3639 1.2285 -0.1173
Br 3.5486 -0.1818 0.1976
H 1.1920 -1.6084 -0.2885
H -0.4014 -1.7449 -1.1180
H -0.1531 -0.0243 1.5217
H -0.1206 1.2612 -1.1935
H -2.1617 -1.6525 0.5092
H -2.2582 -0.1089 -0.6195
H -2.5052 -0.0818 1.3431
H 2.3171 2.0159 0.6583
H 2.4431 1.6422 -1.1192
```

Results
Kohn-Sham gap (alpha / beta) (Eh): 0.2785 / 0.3235
E_tot (eV): -75366.7625
Spin multiplicity: 3
Energy relative to the best compared isomer or geometry (same formula, charge and spin) (kcal per mole): 51.7

=====

[3]
C24H12Cl4MnN5O2 as an isolated structure. Source: the OMol25 dataset; level of theory: ωB97M-V/def2-TZVPD.

Geometry as XYZ:
```
48
Properties=species:S:1:pos:R:3
Mn -0.2512 0.0000 0.1659
C -4.0786 0.0000 -2.4204
C -4.9388 0.0000 -1.2016
C -4.2703 0.0000 0.8937
C -2.7333 0.0000 1.0254
N -2.0218 0.0000 -1.1428
C -2.7549 0.0000 -2.3700
N -2.3129 0.0000 2.3266
C -1.0812 0.0000 2.7469
N 0.0337 0.0000 1.9537
C 1.1704 0.0000 2.7161
N 2.3673 0.0000 2.2528
C 2.6422 0.0000 0.9079
C 4.0076 0.0000 0.5801
C 4.4192 0.0000 -0.7298
C 3.4508 0.0000 -1.7332
C 2.1322 0.0000 -1.3673
N 1.7053 0.0000 -0.0868
C 0.7624 0.0000 4.1238
C 1.5024 0.0000 5.2867
C 0.8019 0.0000 6.4898
C -0.5885 0.0000 6.5143
C -1.3335 0.0000 5.3383
C -0.6401 0.0000 4.1457
H -4.5716 0.0000 -3.3836
H -5.9908 0.0000 -1.4687
H -4.7618 0.0000 1.8608
H -2.1545 0.0000 -3.2703
H 4.7023 0.0000 1.4061
H 5.4712 0.0000 -0.9800
H 3.7239 0.0000 -2.7780
H 1.3532 0.0000 -2.1209
H 2.5833 0.0000 5.2479
H 1.3505 0.0000 7.4220
H -1.1009 0.0000 7.4668
H -2.4150 0.0000 5.3548
Cl -6.0809 -2.0560 0.2871
C -4.6491 -1.1123 -0.1165
C -4.6491 1.1123 -0.1165
Cl -6.0809 2.0560 0.2871
C -3.4062 1.9325 -0.2844
Cl -3.3490 3.5865 -0.1070
C -2.2037 1.1197 -0.1309
O -1.0078 1.6628 0.1063
C -2.2037 -1.1197 -0.1309
O -1.0078 -1.6628 0.1063
C -3.4062 -1.9325 -0.2844
Cl -3.3490 -3.5865 -0.1069
```

Results
Kohn-Sham gap (alpha / beta) (Eh): 0.1931 / 0.2484
E_tot (eV): -118027.1462
Spin multiplicity: 4
Net charge: +1
Energy relative to the best compared isomer or geometry (same formula, charge and spin) (kcal per mole): 29.1

=====

[4]
A 2-piece molecular cluster, C4H11N3O2 overall. Source: the OMol25 dataset; level of theory: ωB97M-V/def2-TZVPD.

Geometry as XYZ:
```
20
Properties=species:S:1:pos:R:3
H 0.9481 -0.6910 3.9353
N 1.2044 -0.5168 2.8674
C 1.0540 0.6746 2.3725
N 0.8865 1.8227 3.2269
N 0.9968 1.2107 1.0478
C 0.8434 0.1510 -0.0197
H 0.9314 1.9042 4.2520
H 0.5323 2.7284 2.8005
H 2.0774 1.4628 1.0581
H 1.8709 -0.2613 -0.3490
H 0.3948 0.5992 -0.9512
H 0.4150 -0.7080 0.3465
C -0.8531 -0.3513 -2.7429
C -1.9459 -1.1669 -2.1126
O -2.9732 -0.9570 -1.5647
O -1.9235 -2.4758 -2.5598
H -1.1740 0.0200 -3.7852
H 0.0903 -1.0138 -2.9594
H -0.4623 0.4150 -2.1679
H -2.9132 -2.8468 -2.6947
```

Results
Kohn-Sham gap (Eh): 0.3601
E_tot (eV): -12889.3248
Spin multiplicity: 1
Energy relative to the best compared isomer or geometry (same formula, charge and spin) (kcal per mole): 80.8

=====

[5]
C36H76Be2FN4O4 as an isolated structure. Source: the OMol25 dataset; level of theory: ωB97M-V/def2-TZVPD.

Geometry as XYZ:
```
123
Properties=species:S:1:pos:R:3
Be 18.1656 18.7659 20.9906
Be 16.6898 19.0042 17.1720
F 16.4130 17.8008 19.2850
C 15.7206 15.7159 24.1858
C 16.4237 17.0808 24.1114
C 16.4059 17.7769 25.5248
C 17.2721 17.1397 26.6248
C 18.6766 17.0248 26.0692
C 18.8276 16.3346 24.6328
N 17.8539 16.9689 23.7109
O 18.0282 16.5762 22.3809
C 20.2421 16.6462 24.1589
C 18.7621 14.8121 24.7785
C 15.7101 18.0457 23.0866
H 14.6439 15.8779 24.1343
H 15.9179 15.1295 25.0832
H 16.1238 15.2324 23.2960
H 16.8962 18.7503 25.5113
H 15.4165 18.0983 25.8503
H 16.9899 16.1010 26.7969
H 17.2948 17.7004 27.5592
H 19.2771 16.4631 26.7847
H 19.0637 18.0438 26.0672
H 20.3498 17.7016 23.9088
H 20.9724 16.3447 24.9098
H 20.4277 16.0970 23.2359
H 17.8068 14.3597 25.0448
H 19.0420 14.3335 23.8400
H 19.5123 14.3792 25.4402
H 14.8939 18.5450 23.6087
H 15.4557 17.6411 22.1069
H 16.2818 18.9357 22.8236
H 17.7086 15.6713 22.3564
C 16.9728 12.8424 21.2287
C 16.2605 13.2301 19.8758
C 15.7845 11.9665 19.0495
C 14.4744 11.3853 19.5030
C 13.4657 12.5723 19.5315
C 13.8747 13.7580 20.4842
N 15.2026 14.2182 20.1089
O 15.6099 15.3844 20.7926
C 12.8683 14.9411 20.2676
C 13.6735 13.3009 21.9755
C 17.3662 13.8730 18.9282
H 16.3049 12.2042 21.8072
H 17.0316 13.6917 21.9094
H 17.8875 12.2927 21.0070
H 15.7307 12.3361 18.0254
H 16.5703 11.2144 19.1193
H 14.5653 10.8240 20.4329
H 14.2523 10.6274 18.7518
H 12.4808 12.3140 19.9206
H 13.3606 12.8706 18.4884
H 12.6329 15.1662 19.2274
H 11.8729 14.7292 20.6579
H 13.0409 15.8900 20.7755
H 14.1004 14.0575 22.6338
H 12.6291 13.1100 22.2225
H 14.2429 12.4049 22.2225
H 17.7837 14.7974 19.3274
H 17.0037 14.0079 17.9091
H 18.1299 13.1063 18.7980
H 15.6089 16.0811 20.1322
C 20.0981 16.4922 18.9932
C 21.2834 17.4497 18.9567
C 21.3249 18.0400 17.4775
C 22.2083 19.2868 17.3174
C 22.1084 20.3182 18.5047
C 21.9813 19.7254 19.9135
N 21.0610 18.5220 19.9627
O 20.6898 18.1449 21.2920
C 23.3795 19.6082 20.5297
C 21.2681 20.8602 20.7825
C 22.5510 16.6380 19.2836
H 20.0703 15.8339 18.1249
H 19.1779 17.0762 19.0142
H 20.1422 15.7360 19.7769
H 21.7528 17.3673 16.7343
H 20.3278 18.3525 17.1673
H 22.0883 19.7900 16.3580
H 23.2489 18.9658 17.2688
H 21.3232 21.0281 18.2446
H 23.0900 20.7732 18.3719
H 24.1253 19.0437 19.9701
H 23.8111 20.5834 20.7552
H 23.1932 19.0927 21.4719
H 21.6083 21.8942 20.7252
H 20.2070 20.8608 20.5331
H 21.3181 20.6345 21.8477
H 22.5827 15.7722 18.6221
H 22.6797 16.4078 20.3412
H 23.4093 17.2179 18.9444
H 21.5910 18.0721 21.6149
C 14.0732 17.3453 16.1125
C 13.3054 18.5212 16.8695
C 13.1826 17.9262 18.2766
C 12.7457 18.8275 19.4268
C 13.6288 20.0627 19.3768
C 13.8216 20.7543 18.0916
N 14.1192 19.7736 17.0393
O 14.5468 20.3583 15.8208
C 12.5298 21.6149 17.7894
C 15.0057 21.7184 18.2572
C 11.9164 18.7514 16.1769
H 14.9848 16.9440 16.5554
H 14.2788 17.5790 15.0679
H 13.4630 16.4433 16.0661
H 12.4064 17.1810 18.4508
H 14.0609 17.3779 18.6173
H 12.6651 18.3254 20.3910
H 11.7049 19.1387 19.3381
H 14.6008 19.8159 19.8040
H 13.2844 20.8189 20.0822
H 11.6263 21.0660 18.0546
H 12.6431 22.6431 18.1331
H 12.4391 21.7524 16.7119
H 15.3574 22.1611 17.3253
H 14.7649 22.3653 19.1008
H 15.9041 21.2099 18.6069
H 11.2263 19.3995 16.7172
H 11.4520 17.8026 15.9083
H 12.0238 19.2520 15.2146
H 13.7488 20.7698 15.4808
```

Results
Kohn-Sham gap (alpha / beta) (Eh): 0.0913 / 0.1191
E_tot (eV): -56207.6535
Spin multiplicity: 2
Net charge: +2

=====

[6]
C35H31InO4P2SbSe4 as an isolated structure. Source: the OMol25 dataset; level of theory: ωB97M-V/def2-TZVPD.

Geometry as XYZ:
```
78
Properties=species:S:1:pos:R:3
In -0.0135 1.8006 1.9721
Se 0.4322 -1.2423 5.5766
Sb 1.2315 0.9254 4.8750
Se -0.7989 2.4997 4.2471
Se 2.1422 0.6303 2.3837
Se 2.8075 2.2151 6.1634
C -2.7561 -0.7394 -1.1979
C -1.3775 -0.3107 -1.6918
P -0.0686 -1.3250 -0.8088
C 1.4800 -0.5594 -1.3817
C 1.4403 0.9260 -1.5357
C 2.7980 1.6222 -1.5120
C 3.8692 0.7992 -2.1468
C 3.7848 -0.5330 -2.1502
C 2.6142 -1.2229 -1.6524
C -0.1342 -2.7260 -2.0011
C -0.7336 -3.9160 -1.6146
C -0.8789 -4.9527 -2.5222
C -0.4068 -4.8159 -3.8156
C 0.2068 -3.6350 -4.2017
C 0.3290 -2.5921 -3.3060
C -3.1260 -0.1108 0.1434
P -1.8855 -0.2995 1.5106
C -2.9571 0.0645 2.9451
C -2.8588 -0.7133 4.0955
C -3.5815 -0.3761 5.2249
C -4.4036 0.7360 5.2235
C -4.4967 1.5229 4.0860
C -3.7704 1.1957 2.9559
C -1.6622 -2.0919 1.7380
C -0.4459 -2.5193 2.2597
C -0.1850 -3.8654 2.4141
C -1.1368 -4.7960 2.0281
C -2.3585 -4.3740 1.5268
C -2.6320 -3.0229 1.3927
H -2.7908 -1.8321 -1.1338
H -3.5100 -0.4259 -1.9302
H -1.2465 0.7494 -1.4836
H -1.2881 -0.4700 -2.7710
H 0.9429 1.1376 -2.5041
H 3.0862 1.7717 -0.4562
H 4.7356 1.3294 -2.5097
H 4.5957 -1.1339 -2.5383
H 2.6475 -2.2986 -1.5684
H -1.0787 -4.0308 -0.5988
H -1.3560 -5.8716 -2.2162
H -0.5070 -5.6269 -4.5217
H 0.5939 -3.5256 -5.2046
H 0.8023 -1.6704 -3.6138
H -4.0836 -0.5078 0.5015
H -3.2385 0.9728 0.0054
H -2.2000 -1.5700 4.1273
H -3.4794 -0.9820 6.1115
H -4.9505 1.0062 6.1140
H -5.1182 2.4088 4.0824
H -3.8252 1.8373 2.0828
H 0.3089 -1.7952 2.5362
H 0.7600 -4.1813 2.8273
H -0.9228 -5.8530 2.0987
H -3.1018 -5.1009 1.2245
H -3.5911 -2.7046 1.0092
O -0.2791 3.2726 0.3712
C 0.5855 2.8653 -0.4952
O 0.6269 1.4853 -0.5251
C 1.3969 3.6371 -1.2723
C 1.2939 5.0660 -1.1797
C 2.2630 5.8984 -1.6205
C 3.4442 5.2876 -2.1380
O 4.5997 5.9406 -2.5562
C 5.5041 4.9104 -2.8628
O 4.8469 3.6669 -2.8018
C 3.5952 3.9648 -2.2630
C 2.4848 2.9890 -2.1288
H 0.4055 5.4506 -0.7010
H 2.2105 6.9721 -1.5598
H 6.3317 4.9198 -2.1305
H 5.9174 5.0574 -3.8729
H 2.1201 2.7856 -3.1572
```

Results
Kohn-Sham gap (Eh): 0.2471
E_tot (eV): -336665.5525
Spin multiplicity: 1
Net charge: -1

=====

[7]
A 21-piece molecular cluster, C42H84Cl42 overall. Source: the OMol25 dataset; level of theory: ωB97M-V/def2-TZVPD.

Geometry as XYZ:
```
168
Properties=species:S:1:pos:R:3
Cl 2.3047 19.1028 -7.7977
C 3.0800 20.2056 -6.6957
C 4.4007 20.6847 -7.2255
Cl 4.3485 21.5751 -8.7820
H 3.2322 19.6556 -5.7671
H 2.3214 20.9746 -6.5499
H 5.0985 19.8514 -7.3083
H 4.8476 21.2902 -6.4370
Cl 0.7086 16.2755 -9.7878
C 0.9888 17.6267 -10.8979
C 1.3046 17.0969 -12.3045
Cl 2.8985 16.2043 -12.2788
H 1.7594 18.2612 -10.4602
H 0.0216 18.1295 -10.8978
H 1.3257 17.8462 -13.0959
H 0.5565 16.3507 -12.5722
Cl -1.7182 19.2321 -19.3310
C -1.2876 17.5075 -19.2202
C -0.8568 17.1343 -17.8352
Cl 0.6768 17.9403 -17.3627
H -0.5079 17.2268 -19.9283
H -2.2220 16.9741 -19.3950
H -0.7628 16.0773 -17.5861
H -1.5961 17.5423 -17.1460
Cl 7.4595 12.2196 -11.6624
C 8.1254 13.8745 -11.3978
C 8.7345 14.2962 -10.0982
Cl 9.9493 13.1438 -9.6684
H 7.3623 14.6253 -11.6031
H 8.8564 13.9711 -12.2005
H 7.9092 14.2720 -9.3866
H 9.2254 15.2694 -10.0994
Cl 3.5937 12.5143 -11.9313
C 1.8497 12.7548 -12.2329
C 1.0090 11.5780 -11.7303
Cl 1.2354 11.6060 -9.9720
H 1.7641 12.8629 -13.3141
H 1.5133 13.7256 -11.8689
H 1.2863 10.5813 -12.0736
H -0.0360 11.6332 -12.0352
Cl 0.6805 14.5696 -15.0879
C 2.3500 14.3811 -15.7618
C 2.5658 14.8886 -17.1998
Cl 1.4646 14.1269 -18.3992
H 2.6864 13.3448 -15.7301
H 3.0583 14.8631 -15.0880
H 3.5757 14.8851 -17.6100
H 2.2825 15.9406 -17.2342
Cl -4.1490 16.0304 -9.8712
C -3.6670 15.0290 -11.1989
C -2.1301 14.8997 -11.2038
Cl -1.6986 14.0083 -12.6521
H -3.9869 15.5040 -12.1263
H -4.1622 14.0581 -11.1818
H -1.7088 14.3822 -10.3420
H -1.6621 15.8840 -11.1821
Cl 4.1141 17.4277 -4.1114
C 3.3050 16.3297 -5.3017
C 2.0791 15.6164 -4.7169
Cl 1.0867 15.0250 -6.0376
H 4.0641 15.6338 -5.6589
H 2.8741 16.9113 -6.1166
H 1.4851 16.3684 -4.1975
H 2.3966 14.8046 -4.0625
Cl -3.0935 16.0937 -15.2821
C -4.5940 17.0664 -14.9882
C -5.1731 17.6584 -16.3071
Cl -3.9865 18.8444 -16.9394
H -4.2974 17.8315 -14.2707
H -5.2629 16.3270 -14.5478
H -6.1344 18.1396 -16.1271
H -5.2337 16.8896 -17.0774
Cl 0.7768 11.3574 -5.1011
C 2.0383 11.8841 -6.2052
C 2.6181 10.6990 -7.0391
Cl 3.1074 9.4509 -5.8680
H 2.8816 12.3074 -5.6594
H 1.6500 12.6025 -6.9272
H 3.4784 11.0499 -7.6090
H 1.9151 10.2249 -7.7240
Cl 7.4804 17.2705 -11.4145
C 6.5176 17.9698 -12.6932
C 5.9400 19.3303 -12.1464
Cl 4.9164 19.0452 -10.7910
H 5.6951 17.3296 -13.0119
H 7.1414 18.1996 -13.5570
H 5.3481 19.8033 -12.9300
H 6.7712 19.9910 -11.9003
Cl 3.8802 11.3802 -17.1333
C 5.3470 11.0117 -16.2204
C 5.6620 12.2078 -15.3629
Cl 6.1009 13.6404 -16.3228
H 6.1584 10.8475 -16.9295
H 5.1377 10.1230 -15.6250
H 6.4222 11.9876 -14.6134
H 4.8223 12.4818 -14.7242
Cl -4.9869 13.2161 -14.1944
C -4.3506 12.7510 -15.8418
C -2.7967 12.5911 -15.8288
Cl -2.1203 12.3080 -17.4194
H -4.6849 13.5780 -16.4680
H -4.8269 11.8114 -16.1220
H -2.5148 11.8298 -15.1015
H -2.3655 13.5025 -15.4147
Cl -4.4602 11.2933 -6.0084
C -2.8713 11.5962 -6.8771
C -2.9317 12.9651 -7.6246
Cl -3.1424 14.3627 -6.6260
H -2.6555 10.7515 -7.5313
H -2.0667 11.6483 -6.1436
H -3.8072 12.8474 -8.2633
H -2.0266 13.1943 -8.1870
Cl 6.4072 16.6267 -8.1404
C 4.7020 16.2868 -8.6809
C 4.5471 14.8230 -9.0441
Cl 4.8266 13.7381 -7.6679
H 4.4703 16.9383 -9.5235
H 3.9674 16.6039 -7.9408
H 5.2321 14.5484 -9.8463
H 3.5527 14.5889 -9.4240
Cl 1.0588 23.7906 -7.2047
C 0.3326 23.3823 -8.7728
C -0.5941 22.2014 -8.7362
Cl -1.9227 22.3376 -7.5407
H 1.1339 23.1848 -9.4849
H -0.2230 24.2949 -8.9886
H 0.0228 21.3590 -8.4233
H -0.9922 22.0188 -9.7343
Cl -1.7095 18.8257 -9.0456
C -1.8960 17.8791 -7.5427
C -1.1416 18.4620 -6.4062
Cl -1.5030 17.6488 -4.8863
H -1.4488 16.8969 -7.6957
H -2.9599 17.7183 -7.3682
H -1.4907 19.4804 -6.2358
H -0.0830 18.3316 -6.6312
Cl 4.1807 19.0441 -15.4072
C 5.6489 19.2014 -16.4018
C 6.1240 20.6857 -16.5252
Cl 7.6611 20.7721 -17.3700
H 5.4565 18.8016 -17.3974
H 6.4291 18.5929 -15.9445
H 6.2539 21.1222 -15.5349
H 5.4671 21.4189 -16.9930
Cl -4.6987 21.2394 -10.5828
C -4.7791 19.5342 -10.9631
C -6.0385 18.7815 -10.3912
Cl -5.8393 18.8102 -8.6007
H -3.8434 19.0543 -10.6764
H -4.8790 19.4117 -12.0416
H -6.2313 17.8017 -10.8282
H -6.8549 19.4689 -10.6125
Cl -1.9874 18.4862 -12.9504
C -1.9365 19.7789 -14.1952
C -2.3294 21.1387 -13.6689
Cl -4.0268 21.3804 -13.9693
H -2.3405 19.2987 -15.0864
H -0.8813 19.8633 -14.4551
H -1.8252 21.9073 -14.2547
H -2.0817 21.2718 -12.6158
Cl 0.4803 24.1674 -12.2969
C 1.5772 23.2481 -13.4448
C 2.2705 22.0674 -12.7922
Cl 1.0930 20.9621 -12.1307
H 2.2898 24.0417 -13.6697
H 1.0877 22.8949 -14.3524
H 2.8639 22.3698 -11.9293
H 2.8673 21.5585 -13.5491
```

Results
Kohn-Sham gap (Eh): 0.3729
E_tot (eV): -570863.6260
Spin multiplicity: 1
Energy relative to the best compared isomer or geometry (same formula, charge and spin) (kcal per mole): 0.0